The following is a DFT calculation (the ωB97M-V functional and the def2-TZVPD basis) of a cluster of 36 separate species, C7H82BrFN2O41S in total in a non-equilibrium geometry.

The geometry in XYZ format:
```
135
Properties=species:S:1:pos:R:3:forces:R:3
N -0.60904 -1.92310 0.30012 -0.538 0.323 0.289
C -1.34404 -0.78467 -0.25197 1.594 -2.030 -0.135
C -2.13661 -1.38639 -1.42031 -1.221 0.878 0.220
C -3.54156 -0.82092 -1.72511 0.637 -0.059 -0.430
C -3.76473 0.66215 -1.61786 -0.499 0.006 0.156
Br -2.98658 1.67618 -3.07096 -0.061 0.056 -0.110
O -2.13406 -0.31222 0.86626 -0.094 0.459 -0.279
S -1.69473 1.13668 1.33680 -0.744 -0.798 0.493
O -0.80873 1.06212 2.43628 0.721 -0.194 0.223
O -2.88367 1.87729 1.57492 -0.477 0.492 -0.530
O -0.97712 1.55245 0.02973 -0.050 0.581 -0.725
C -0.34693 0.38662 -0.59379 0.211 0.110 0.895
C 1.05394 0.30311 0.01111 0.074 0.215 0.523
C 1.86605 1.52578 -0.39744 -0.299 -0.615 -1.109
F 2.88237 1.76769 0.50573 -0.127 0.122 0.263
O -0.23681 0.68655 -1.95487 -0.133 0.492 -0.121
N 0.53448 -0.33576 -2.58932 0.283 -0.151 0.095
O 0.90425 0.02157 -3.62571 -0.246 0.058 -0.160
H -0.21720 -1.70292 1.20700 0.354 -0.014 -0.089
H 0.11721 -2.23484 -0.32955 0.021 -0.149 0.030
H -1.56394 -1.38511 -2.33870 0.374 0.082 0.052
H -2.28798 -2.41729 -1.14713 0.113 -0.315 -0.080
H -3.75378 -1.08155 -2.75840 -0.138 -0.211 -0.109
H -4.28338 -1.35201 -1.13960 -0.144 0.123 0.325
H -4.82268 0.85284 -1.69188 -0.171 0.108 -0.075
H -3.43365 1.10902 -0.69519 0.223 0.129 0.035
H 1.56353 -0.61282 -0.25595 0.047 -0.175 -0.185
H 0.98707 0.30789 1.09492 -0.161 -0.123 0.158
H 2.33458 1.31180 -1.35461 0.249 0.208 -0.104
H 1.22462 2.38888 -0.54540 0.209 0.403 0.396
O 1.10266 4.06987 -2.40949 0.375 -0.316 -0.047
H 0.82300 3.40711 -3.04869 0.000 0.106 -0.068
H 0.85387 4.90533 -2.81800 -0.229 0.021 0.181
O 0.27987 -3.22179 -3.76838 0.090 -0.151 0.095
H 0.79360 -2.49851 -4.14279 0.047 -0.015 0.033
H 0.28458 -3.88995 -4.46754 -0.163 0.117 -0.153
O 0.88406 -5.28266 -1.56756 -0.171 0.284 -0.042
H 0.67154 -6.04243 -2.11714 0.042 -0.076 0.119
H 0.69484 -4.51892 -2.13340 0.039 0.021 -0.164
O -4.87056 3.43205 -0.63168 0.046 0.320 -0.106
H -4.61326 3.08470 0.22880 0.044 0.032 0.011
H -5.69380 3.90082 -0.44628 -0.137 -0.270 0.111
O -3.25063 -4.52784 -1.49617 0.147 -0.086 0.035
H -3.29498 -4.35176 -0.54608 -0.230 0.027 -0.032
H -2.69593 -5.30941 -1.57960 0.006 0.022 -0.021
O 1.63133 -3.98258 0.96272 -0.229 0.226 0.032
H 1.09239 -4.33269 0.23761 0.277 -0.325 -0.032
H 1.18442 -4.26990 1.76530 0.030 -0.039 0.001
O 0.91780 -0.03728 4.57800 -0.068 -0.039 -0.112
H 0.49542 -0.88877 4.75436 0.055 -0.129 0.081
H 0.33861 0.41197 3.94780 0.034 0.043 0.132
O -0.89928 2.89900 -4.97034 0.294 0.097 0.025
H -0.68546 2.41651 -4.16352 -0.169 -0.137 -0.048
H -0.22287 2.63721 -5.60405 -0.039 0.005 -0.035
O -4.45486 -3.36843 0.85977 -0.078 0.005 0.285
H -4.28305 -2.45452 1.11470 0.038 0.016 -0.043
H -5.40862 -3.40551 0.71725 0.028 0.002 -0.209
O 3.26778 0.82881 3.19314 0.049 -0.140 0.065
H 2.60786 0.35867 3.72673 -0.086 0.113 0.048
H 2.76854 1.19057 2.45370 0.134 0.044 -0.037
O 4.31921 2.95974 -1.92323 0.058 -0.154 0.029
H 4.61050 2.60532 -1.07408 -0.073 -0.050 -0.004
H 3.51077 3.44810 -1.70970 0.095 0.182 0.003
O 6.78801 4.80162 -1.15268 -0.159 0.199 0.238
H 6.21554 5.26917 -0.53094 -0.106 -0.264 0.130
H 6.19440 4.12980 -1.51249 -0.051 0.003 -0.227
O 2.79913 -1.49410 6.95016 0.031 0.191 -0.010
H 2.12851 -1.96988 7.44828 0.069 -0.194 -0.099
H 2.31785 -1.11969 6.20344 -0.003 0.128 0.050
O -5.34647 -0.01464 1.03362 -0.011 0.052 -0.046
H -4.47812 0.39026 1.14993 -0.042 0.011 -0.001
H -5.42322 -0.63524 1.76704 -0.110 0.018 0.294
O 4.99008 -1.20152 4.83508 0.142 0.138 -0.070
H 4.38457 -1.68131 5.41540 -0.027 -0.019 0.014
H 4.43893 -0.89365 4.10457 -0.086 0.006 -0.042
O 6.17937 1.29770 5.83500 0.207 0.066 -0.078
H 5.83635 0.56207 5.30673 -0.152 -0.157 0.153
H 5.80736 2.08525 5.42469 -0.177 -0.055 0.054
O 5.27844 -2.86035 7.77023 0.165 0.203 0.057
H 4.67404 -2.10677 7.82615 0.013 -0.129 -0.102
H 5.83599 -2.65961 7.01028 -0.038 -0.068 -0.039
O 5.92020 0.60977 1.51628 -0.024 -0.003 -0.083
H 6.33393 0.26130 2.31203 0.038 0.032 0.022
H 5.12814 1.05148 1.84540 -0.004 -0.070 0.132
O 0.11433 -4.04682 -6.78204 -0.050 0.181 -0.026
H 0.92831 -3.84453 -7.25832 -0.004 -0.073 -0.039
H -0.48984 -4.33995 -7.47733 0.113 -0.224 -0.013
O -1.54570 -2.20274 -8.34926 -0.092 0.098 0.191
H -1.13330 -2.45434 -7.51330 0.092 0.054 0.042
H -2.29588 -1.65138 -8.10661 -0.021 -0.006 -0.101
O -4.65359 1.65206 4.01567 0.156 -0.206 -0.257
H -5.27096 2.38729 3.97261 0.010 0.042 0.070
H -4.00095 1.83028 3.31846 -0.172 0.018 0.211
O 7.92909 -0.62335 8.07497 0.038 -0.057 -0.062
H 7.49851 -1.46168 8.27246 -0.109 0.062 0.029
H 7.34128 -0.16591 7.46173 -0.023 0.088 0.020
O -4.32342 6.26520 -1.96033 -0.037 0.039 0.008
H -3.79352 6.59230 -1.22562 -0.016 -0.008 0.021
H -4.56665 5.37082 -1.69055 0.154 -0.094 -0.022
O 3.62366 5.53124 -0.87183 0.016 0.114 -0.042
H 3.88615 5.71800 -1.78074 0.069 -0.001 0.022
H 2.97748 6.21408 -0.66355 -0.003 -0.034 0.068
O -0.60750 -4.02722 -10.33256 0.055 -0.136 0.180
H -1.07058 -3.38460 -9.77663 -0.040 0.081 -0.097
H -1.26088 -4.71268 -10.51116 -0.093 -0.013 -0.013
O -7.13425 2.61911 1.15367 0.250 0.020 0.087
H -7.19236 2.86158 2.08245 -0.140 -0.012 -0.020
H -6.61557 1.80031 1.14464 -0.087 -0.147 -0.075
O -3.39702 -5.66787 -10.52826 0.010 0.028 -0.006
H -3.84753 -6.45838 -10.21596 0.046 -0.013 0.011
H -3.95767 -5.32722 -11.23237 0.036 0.023 -0.008
O 0.13814 -2.39600 6.05724 -0.288 0.127 -0.025
H -0.34681 -1.90340 6.73065 -0.001 -0.001 -0.005
H -0.47370 -3.08385 5.77329 0.104 -0.100 0.025
O -6.62530 0.45370 -2.96324 -0.125 -0.036 -0.048
H -7.22399 1.19348 -2.81743 0.039 0.023 0.028
H -7.05544 -0.07719 -3.64056 0.023 -0.009 0.001
O 7.13016 7.79702 -1.47659 -0.123 0.040 0.160
H 7.68113 8.16306 -0.77886 0.007 0.006 -0.021
H 6.97749 6.87894 -1.21728 0.242 0.017 -0.349
O 3.58855 -2.80835 2.80679 -0.119 0.059 -0.076
H 4.45271 -2.45797 2.56961 0.055 -0.077 0.021
H 3.20909 -3.13222 1.97926 -0.016 -0.015 -0.036
O -1.43212 5.41211 -1.60936 0.056 0.189 -0.001
H -1.85961 4.55697 -1.49219 0.001 -0.037 -0.101
H -1.94487 5.84165 -2.30433 -0.165 -0.102 0.034
O -5.91544 -5.00826 3.08636 0.011 0.021 0.004
H -6.08314 -4.53576 3.90715 -0.052 0.039 -0.026
H -5.34184 -4.42366 2.57738 0.139 -0.012 0.020
O -5.18666 -1.48439 3.94255 0.070 0.167 -0.252
H -4.35833 -1.73372 4.36569 -0.051 0.006 -0.015
H -5.24572 -0.52629 4.07959 0.040 0.064 0.107
O 6.81525 3.26040 3.53641 0.097 -0.018 0.117
H 7.27888 2.85787 4.28106 0.052 -0.018 -0.053
H 7.34344 3.01458 2.76990 -0.097 -0.013 -0.083
```
Positions in Å, forces in eV/Å.

## Properties
ΔE to the lowest compared entry with this formula, charge and spin: 0.0 kcal/mol
E_tot: -6582.24808 a.u.
Charge: 0
Frontier orbital gap: 8.6 eV